[1]
# C28H41MoN7

A structure of composition C28H41MoN7 in a non-equilibrium geometry (wB97M-V/def2-TZVPD, the OMol25 dataset).

Geometry as XYZ:
```
77
Properties=species:S:1:pos:R:3:forces:R:3
Mo 0.12590 0.17830 0.18140 0.736 0.629 0.116
C 2.35420 -2.71430 3.06680 0.265 0.203 0.046
C 1.52960 -1.50350 3.53050 -0.029 -0.151 -0.019
C 0.14350 -1.38050 2.86630 0.236 -0.343 0.150
N -0.14100 -0.12380 2.18970 -0.312 -0.209 -0.794
C -0.79090 0.81000 2.89810 -0.321 0.537 0.882
C -0.81020 0.79780 4.31680 0.368 -0.162 -0.919
C -1.53780 1.53430 5.21990 -0.585 0.634 0.094
C -2.52690 2.49250 4.98630 0.344 -0.354 0.279
C -2.84040 3.05640 3.76790 0.115 -0.082 -0.165
C -2.26610 2.83150 2.52240 -0.119 -0.002 0.174
C -1.31560 1.89000 2.08890 0.123 0.196 -0.082
N -0.82780 1.90910 0.83020 -0.214 -0.225 0.608
C -0.99330 3.16230 0.11350 -0.036 0.132 -0.547
C -0.06550 3.30110 -1.08630 0.242 -0.145 0.310
C 1.37230 3.01650 -0.69900 -0.344 0.504 -0.176
N 1.53680 1.74960 -0.00860 -0.597 -0.938 -0.224
C 2.66840 1.64280 0.69990 0.845 -0.079 -0.036
C 3.26790 2.73230 1.36120 -0.522 -0.266 -0.013
C 4.54290 2.91980 1.85050 0.508 -0.315 -0.056
C 5.65010 2.11850 1.62140 -0.120 0.111 0.049
C 5.63400 0.86230 1.03270 -0.035 0.051 0.194
C 4.56100 0.04660 0.72490 -0.166 0.057 -0.193
C 3.16430 0.28400 0.73180 0.189 0.198 -0.159
N 2.22320 -0.64320 0.52790 -0.493 0.490 0.137
C 2.72780 -2.01070 0.62520 0.383 -0.284 0.177
C 3.36870 -2.38380 1.97640 -0.366 -0.169 -0.047
H 1.70120 -3.52440 2.72890 -0.072 -0.054 0.083
H 2.91530 -3.10320 3.91890 -0.087 -0.043 -0.027
H 2.09500 -0.58820 3.35140 0.008 0.067 0.043
H 1.39680 -1.59170 4.60710 -0.075 0.113 0.099
H -0.63450 -1.55390 3.61900 0.030 -0.065 -0.161
H 0.03070 -2.18530 2.13590 0.035 0.024 0.076
H -0.08580 0.12850 4.75900 -0.060 -0.126 0.037
H -1.31810 1.34030 6.26180 -0.049 -0.125 0.041
H -3.06540 2.85390 5.85190 0.038 0.061 0.019
H -3.60840 3.82060 3.78480 -0.021 -0.014 -0.029
H -2.66640 3.47650 1.75450 0.046 -0.007 -0.079
H -0.76840 3.99080 0.79740 -0.146 -0.037 -0.039
H -2.03390 3.27630 -0.22280 0.044 0.127 0.010
H -0.12660 4.32770 -1.45070 -0.073 -0.081 -0.088
H -0.35100 2.64640 -1.90330 -0.036 0.087 -0.036
H 1.74210 3.84990 -0.09470 -0.113 -0.096 -0.136
H 2.00090 2.97660 -1.60260 -0.093 0.131 0.180
H 2.59960 3.56400 1.54810 -0.020 0.012 -0.112
H 4.72240 3.83950 2.39110 -0.061 0.079 -0.022
H 6.61320 2.51550 1.90870 0.052 -0.012 0.052
H 6.60730 0.41990 0.85650 -0.015 -0.048 -0.007
H 4.86070 -0.92310 0.35550 -0.037 -0.076 0.002
H 3.46380 -2.17710 -0.17560 -0.218 -0.076 0.029
H 1.94040 -2.74650 0.46650 -0.013 0.040 -0.144
H 4.01410 -1.58630 2.34290 0.035 -0.066 -0.058
H 3.99780 -3.26010 1.80920 0.047 0.009 -0.032
C -1.67590 -2.54890 -0.24590 -0.718 0.180 0.228
C -2.55050 -1.48800 0.42220 -0.096 -0.615 0.128
N -2.24160 -0.19000 -0.18050 0.066 0.337 0.170
C -2.75780 -0.08000 -1.56050 0.193 0.104 -0.610
C -1.71470 0.56740 -2.47490 -0.578 0.200 -0.041
N -0.37270 0.03200 -2.19640 0.347 0.413 0.487
C -0.23110 -1.33280 -2.74460 0.116 -0.591 0.116
C 0.32500 -2.27850 -1.68300 0.231 -0.007 -0.724
N -0.30050 -2.02340 -0.37850 0.585 -0.101 0.480
H -1.70720 -3.46870 0.34810 0.146 0.119 -0.140
H -2.07940 -2.80150 -1.22990 0.183 0.026 0.064
H -3.60880 -1.75370 0.30700 0.103 0.057 0.036
H -2.33380 -1.42220 1.49230 -0.011 -0.046 -0.142
H -2.69690 0.52730 0.38320 0.257 -0.092 -0.095
H -3.01650 -1.07120 -1.93870 0.001 0.062 0.140
H -3.67770 0.51460 -1.59960 0.145 -0.132 0.084
H -1.98930 0.40080 -3.52400 -0.005 0.047 0.122
H -1.73410 1.64210 -2.30280 0.110 -0.139 -0.036
H 0.32520 0.63290 -2.63340 -0.166 -0.040 0.034
H -1.20730 -1.69300 -3.08230 0.102 0.136 -0.004
H 0.43100 -1.34880 -3.61710 -0.149 0.047 0.130
H 0.18440 -3.31900 -2.00450 0.049 0.131 0.086
H 1.39680 -2.09370 -1.57900 -0.119 -0.079 0.056
H 0.25940 -2.53290 0.30010 -0.035 0.137 -0.058
```
Forces are in eV/Å.

Values from the calculation:
total charge: +2
Kohn-Sham gap (spin up / spin down): 0.2215 / 0.2254 hartree

Here are the Mulliken charges for atoms 1 to 4, given in e:
1. Mo -1.244
2. C -1.250
3. C -0.979
4. C -1.514

---

[2]
# C9H12N3

The ion C9H12N3 with charge +1 in a non-equilibrium geometry (wB97M-V/def2-TZVPD, the OMol25 dataset).

Geometry as XYZ:
```
24
Properties=species:S:1:pos:R:3:forces:R:3
C 1.23002 -2.84867 -1.86416 -0.673 1.148 1.828
C 0.61119 -3.16133 -0.64212 0.316 -0.184 0.938
C 1.40819 -1.49180 -2.10778 1.302 -0.183 -0.983
C 0.09623 -2.23197 0.29556 -1.969 -1.664 1.661
C 0.94503 -0.54803 -1.15949 -1.541 -0.234 1.723
C 0.09033 -0.91675 0.00579 1.889 1.194 -1.513
C 1.32749 0.73970 -1.33814 -0.421 2.161 -1.779
C -0.98650 1.99150 2.09229 3.061 0.198 -2.316
C -0.69896 0.12251 0.78926 -0.268 -1.318 -3.560
N -0.16799 0.81234 1.82517 0.288 1.457 2.662
N -1.24116 2.36895 0.60430 -1.465 0.636 1.230
N -1.09639 1.31491 -0.16959 -0.037 -0.642 0.880
H 1.62175 -3.65728 -2.42380 0.283 -0.339 -0.817
H 0.59924 -4.15640 -0.23982 -0.025 -0.599 -0.522
H 2.07080 -1.06857 -2.95865 -1.364 -1.001 1.439
H -0.45499 -2.63122 1.27761 1.339 0.801 -2.357
H 0.95041 1.66095 -0.89993 0.425 -0.538 0.650
H 1.68153 0.93482 -2.34111 0.659 0.230 0.039
H -1.78111 1.77882 2.72305 -2.169 -0.171 0.530
H -0.34449 2.78504 2.50501 -0.466 -0.352 0.007
H -1.63053 -0.36530 0.95360 -1.013 -0.131 0.901
H 0.65977 1.24898 1.50680 1.829 -0.294 -0.092
H -2.00265 2.98038 0.31186 0.279 0.184 0.279
H -1.77799 1.26137 -0.89876 -0.260 -0.358 -0.830
```
Forces are in eV/Å.

Values from the calculation:
total charge: +1
Kohn-Sham gap (spin up / spin down): 0.1875 / 0.3257 hartree

Here are the Mulliken charges for atoms 1 to 4, given in e:
1. C -0.596
2. C -0.518
3. C -0.604
4. C -0.326

---

[3]
# C27H33O2Pt

A structure of composition C27H33O2Pt in a non-equilibrium geometry (wB97M-V/def2-TZVPD, the OMol25 dataset).

Geometry as XYZ:
```
63
Properties=species:S:1:pos:R:3:forces:R:3
O -0.80281 -0.60384 -2.38775 0.133 0.698 -3.024
C -0.99807 0.74163 -2.98125 0.042 0.429 1.157
C -0.61137 0.33171 -4.38831 -0.169 -0.510 0.243
H -0.30729 1.45917 -2.50108 -0.750 -0.510 -0.241
H -2.05167 1.06040 -2.88017 0.478 -0.062 0.166
C -0.52309 -1.08416 -3.77764 -0.261 -0.126 -0.714
H 0.33735 0.71524 -4.76655 -0.127 0.023 0.144
H -1.41298 0.42926 -5.12623 0.225 0.076 0.030
C 0.81486 -1.74623 -3.97130 0.447 -0.229 0.116
H 1.64794 -1.05901 -3.76622 -0.315 -0.309 0.027
H 0.89877 -2.06303 -5.02755 -0.027 0.120 0.416
H 0.87677 -2.64268 -3.34000 0.189 0.159 -0.086
C -1.62065 -1.97944 -4.33656 -0.123 -0.181 0.114
H -2.57153 -1.44783 -4.44606 0.073 -0.087 0.244
H -1.76302 -2.87452 -3.72576 -0.048 0.083 0.068
H -1.32160 -2.31415 -5.33822 -0.057 0.098 0.129
Pt -0.85098 -0.40170 0.15718 -0.055 -0.741 1.593
C -3.10499 -1.33065 2.42084 -0.232 0.319 -1.085
C -2.92834 0.04178 2.13304 -0.839 -1.179 -0.341
C -2.90410 0.21861 0.69416 0.450 -1.326 -0.931
H -2.81640 0.80672 2.87346 0.041 0.323 0.100
C -2.94001 -1.15156 0.09019 -0.256 1.736 0.967
C -3.13924 -2.05377 1.20942 -0.226 0.357 0.241
H -3.33746 -3.11608 1.10782 0.132 0.164 0.087
H -3.21599 -1.77215 3.39794 0.197 0.021 0.112
H -3.19062 1.11200 0.14979 0.101 -0.013 0.203
H -3.12905 -1.33108 -0.96450 -0.256 -0.147 0.252
C 0.24106 -2.92682 2.18657 0.312 0.223 -0.412
C -0.48303 -3.23324 1.01566 0.982 0.234 0.497
C 0.00477 -2.41741 -0.07488 1.632 0.754 0.880
H -1.27114 -3.95626 0.93270 -0.071 -0.207 0.009
C 1.12002 -1.60551 0.49336 -1.791 -0.561 -0.943
C 1.15299 -1.86611 1.90961 -0.174 -1.558 -0.226
H 1.79823 -1.38510 2.64179 -0.166 -0.182 -0.325
H 0.17927 -3.47339 3.13417 -0.316 0.550 -0.300
H -0.15223 -2.56718 -1.13215 0.101 -0.389 0.028
H 1.94490 -1.23065 -0.09844 -0.149 0.208 0.219
O 2.42522 1.21979 -3.26668 -0.770 0.391 0.651
C 2.42209 0.68123 -1.91986 0.827 0.035 0.019
C 1.70169 1.66025 -0.98687 -0.282 -0.452 -0.122
H 3.47803 0.54406 -1.61734 -0.279 0.080 -0.088
H 1.96597 -0.31816 -1.90447 -0.069 0.432 -0.264
C 1.41209 2.91513 -1.84141 0.502 -0.585 0.182
H 2.31207 1.85588 -0.09611 -0.260 0.106 -0.240
H 0.76446 1.18274 -0.62678 0.655 0.518 -0.182
C 2.01759 2.60314 -3.21532 0.567 0.041 -0.251
H 1.87750 3.78704 -1.39199 -0.076 0.205 -0.075
H 0.34297 3.07159 -1.91934 -0.099 0.298 0.118
H 2.90734 3.23329 -3.39899 -0.217 -0.194 0.033
H 1.31201 2.79924 -4.03485 0.109 -0.189 0.105
C -0.11183 0.78182 1.52045 0.894 1.621 2.451
C 0.28712 1.23398 2.61037 -0.555 -0.692 -1.930
C 0.66806 1.51617 3.95350 -0.388 0.002 -0.390
C -0.16889 2.33688 4.74589 0.122 -0.112 0.007
C 0.14853 2.55591 6.07575 0.795 -0.262 -0.040
C 1.33168 2.00608 6.60995 -0.340 -0.104 -0.006
C 2.10052 1.11078 5.85584 -0.161 0.426 0.004
C 1.79814 0.89484 4.51649 -0.064 0.102 0.193
H -1.05692 2.79853 4.28717 0.476 -0.402 0.251
H -0.52045 3.12444 6.70914 0.132 0.232 -0.011
H 1.65964 2.29864 7.60645 -0.238 -0.330 -0.034
H 2.92144 0.56675 6.32159 0.024 0.327 -0.117
H 2.43463 0.25702 3.89033 -0.431 0.247 0.322
```
Forces are in eV/Å.

Values from the calculation:
2S+1: 3
total charge: -1
Kohn-Sham gap (spin up / spin down): 0.1903 / 0.2186 hartree

Here are the Mulliken charges for atoms 1 to 4, given in e:
1. O -0.558
2. C 0.588
3. C -0.848
4. H -1.002

---

[4]
# CH3N2O2S

A cluster of 2 separate species, CH3N2O2S in total in a non-equilibrium geometry (wB97M-V/def2-TZVPD, the OMol25 dataset).

Geometry as XYZ:
```
9
Properties=species:S:1:pos:R:3:forces:R:3
C -0.93483 0.32033 0.88519 -1.272 -3.386 0.609
N 1.31072 -0.51512 -1.57460 -0.249 -1.254 -2.119
N 1.40561 -0.36340 -0.34623 -0.008 0.784 0.694
O 2.39824 -0.70272 0.35894 0.033 -0.562 -0.184
O -2.15387 0.14713 0.59156 1.505 -0.352 -0.128
S -2.92043 1.56076 0.03948 -1.443 1.060 -0.481
H -0.45075 -0.62354 1.21163 0.197 1.246 -0.120
H -0.68734 1.33395 0.91839 1.497 1.301 0.061
H 2.03264 -1.15740 -2.08436 -0.260 1.162 1.667
```
Forces are in eV/Å.

Values from the calculation:
total charge: -1
Kohn-Sham gap (spin up / spin down): 0.2462 / 0.2462 hartree

Here are the Mulliken charges for atoms 1 to 4, given in e:
1. C 0.013
2. N -0.560
3. N 0.185
4. O -0.689

---

[5]
# C2H5N3O2S

A structure of composition C2H5N3O2S in a non-equilibrium geometry (wB97M-V/def2-TZVPD, the OMol25 dataset).

Geometry as XYZ:
```
13
Properties=species:S:1:pos:R:3:forces:R:3
C -0.58305 -0.40734 0.56431 -3.142 -3.938 1.232
C 0.40019 1.39135 -2.33075 -0.864 0.177 -2.710
H 0.20230 -0.94719 3.56352 1.366 -0.255 -4.724
H 0.04232 -2.11640 1.90489 2.022 4.336 2.348
H 1.54260 0.00035 0.82909 -3.971 1.052 1.401
H -1.55416 0.55964 -1.24929 1.354 -1.913 1.411
H 1.42752 1.61709 -2.70235 -0.698 0.110 0.717
N 0.72324 -1.13862 2.46524 -2.463 -0.754 0.641
N 0.49562 0.22461 1.33389 1.149 -6.187 -0.112
N -0.77005 -0.12523 -0.83025 -0.192 2.664 -1.167
O -1.43356 -1.39108 1.01868 4.470 6.078 -2.622
O 0.44397 0.55426 -1.36652 0.639 -1.607 2.947
S -0.93695 1.77854 -3.20047 0.329 0.236 0.638
```
Forces are in eV/Å.

Values from the calculation:
Kohn-Sham gap: 0.3496 hartree

Here are the Mulliken charges for atoms 1 to 4, given in e:
1. C 0.431
2. C 0.119
3. H 0.273
4. H 0.357

---

Calculated values (kcal/mol) of energy relative to the best compared isomer or geometry (same formula, charge and spin) for the records, taken in order: 13.04, 111.71, 6.22, 122.55, 188.56.
Calculated values (Ha) of total energy for the records, taken in order: -1542.511615, -513.998094, -1318.181784, -697.942507, -791.864722.